Formula: C22H32Cl36N5O2S
Source: OMol25
Level of theory: ωB97M-V/def2-TZVPD

Geometry as XYZ:
```
98
Properties=species:S:1:pos:R:3:forces:R:3:mulliken_charge:R:1
N 0.91393 1.37197 0.15854 1.40 -0.57 -0.89 -0.2525
C 2.02536 0.74362 -0.51697 -0.76 0.98 0.35 -0.5848
N 2.62168 -0.25258 0.10129 -0.47 -0.40 -0.14 0.1276
N 2.35278 1.22321 -1.80834 -0.72 -0.06 2.38 0.7998
O 2.49664 0.20278 -2.73458 1.19 -1.00 -0.36 -0.4887
C 3.51905 2.13724 -1.82864 0.88 1.41 -0.78 -1.0346
C 3.37471 3.39439 -0.88609 -0.03 0.01 -1.07 -0.8037
C 2.40602 4.46161 -1.55649 0.33 0.51 1.11 1.2466
C 1.68256 5.33258 -0.45431 -0.03 -0.23 0.20 -1.2585
C 0.24321 4.83206 -0.09640 -0.22 0.35 -0.10 -0.4102
C -0.73406 4.73405 -1.33664 -0.75 0.31 0.26 0.0000
C -1.50796 3.37814 -1.26079 0.36 -0.22 0.68 -0.4410
S -2.84782 3.22532 -2.53618 -0.91 -0.21 0.95 -0.0811
C -3.99070 2.09270 -1.69351 1.71 -1.72 0.54 0.4236
N -3.55721 0.91552 -1.22443 -0.63 2.09 -0.96 -0.2699
N -4.61936 0.30605 -0.61666 -2.05 1.97 -0.15 -0.3482
C -5.65054 1.14799 -0.74204 1.44 -1.89 0.54 0.4385
O -5.31782 2.29087 -1.41903 0.68 -0.63 0.31 -0.1718
H 0.16421 0.68930 0.30927 -0.10 0.49 -0.06 0.2862
H 1.25591 1.75494 1.04475 -0.32 -0.50 -0.02 0.3562
H 3.63183 -0.42803 0.14007 -0.14 -0.36 -0.90 -0.0799
H 2.02652 -0.87430 0.65856 0.58 0.61 0.42 0.2925
H 1.88370 -0.52951 -2.53374 -0.03 0.63 -0.07 0.3611
H 3.57680 2.54969 -2.87253 -0.10 -0.54 0.90 0.5217
H 4.48659 1.58193 -1.66432 -1.06 0.17 0.10 0.3848
H 3.10184 3.14486 0.16984 0.11 0.10 -0.79 0.3980
H 4.39580 3.86231 -0.86873 -0.87 -0.61 0.23 0.4453
H 1.67259 3.97381 -2.24652 0.87 0.64 0.92 -1.1944
H 3.07163 5.16362 -2.12749 -0.74 -0.82 0.15 0.4359
H 1.62854 6.41300 -0.75062 -0.02 -0.99 0.04 0.3619
H 2.30617 5.32045 0.48438 -0.53 0.06 -0.83 0.3852
H -0.20158 5.55500 0.64033 0.39 -0.68 -0.61 0.4396
H 0.24696 3.83875 0.42128 0.26 0.77 -0.47 -0.0047
H -0.22356 4.90032 -2.31794 -0.27 -0.35 0.79 0.0769
H -1.50291 5.55017 -1.25425 0.74 -0.69 -0.14 0.1934
H -1.95253 3.30870 -0.23102 0.14 0.07 -1.02 0.4929
H -0.81470 2.50758 -1.35292 -0.55 0.77 -0.11 -0.0236
H -6.65281 0.91750 -0.30730 1.17 0.83 -0.97 -0.1139
C 4.76032 -3.38116 -0.14345 0.02 -0.42 0.03 0.0195
Cl 5.74963 -4.50478 -1.07265 -0.11 0.17 0.06 -0.1023
Cl 4.20508 -4.12193 1.35630 -0.04 0.10 -0.10 0.0235
Cl 5.66229 -1.89229 0.20009 -0.04 0.17 -0.18 -0.1560
H 3.88873 -3.12280 -0.73708 0.13 0.00 0.00 0.2358
C 0.52589 4.09802 -5.36195 0.03 0.16 -0.22 -0.0629
Cl 1.07594 2.90602 -4.17283 -0.32 -0.34 -0.44 -0.0002
Cl 1.46543 5.58582 -5.21973 -0.27 -0.17 0.15 -0.0319
Cl 0.63854 3.44221 -6.99606 -0.03 0.04 0.14 -0.1218
H -0.51503 4.32883 -5.15723 0.09 -0.09 0.02 0.2681
C 6.21288 -0.76858 4.11133 0.20 -0.23 0.25 -0.0591
Cl 5.94555 -0.65852 5.85047 0.00 0.04 -0.18 -0.1066
Cl 6.77760 -2.38067 3.66853 -0.03 0.15 0.00 -0.0750
Cl 4.72792 -0.36147 3.22857 -0.10 0.13 0.01 -0.0914
H 6.97870 -0.05077 3.83654 -0.12 -0.04 -0.01 0.3399
C -9.67082 0.09228 -1.12134 0.06 -0.28 -0.19 0.4336
Cl -8.75976 0.76999 0.23869 -0.62 0.02 0.25 -0.1785
Cl -8.90778 0.52566 -2.65410 -0.07 0.04 0.10 -0.0910
Cl -9.80528 -1.66062 -0.96626 -0.01 0.14 0.01 -0.1187
H -10.66919 0.51408 -1.10505 0.13 -0.01 0.04 -0.0785
C 3.52833 -6.27200 5.08949 0.07 0.02 -0.09 -0.0923
Cl 4.25707 -7.86893 5.29258 -0.07 0.08 0.02 -0.0511
Cl 4.75883 -5.00741 5.20554 -0.07 -0.01 0.02 -0.0992
Cl 2.67922 -6.17018 3.54589 0.13 0.05 0.18 0.0247
H 2.80747 -6.12128 5.88689 0.07 -0.02 -0.08 0.2624
C 6.48824 -11.04224 4.90946 0.08 -0.11 -0.02 0.3592
Cl 5.82126 -12.58626 4.37089 -0.02 0.11 0.03 -0.1169
Cl 7.70596 -11.29477 6.16376 -0.09 0.06 -0.04 -0.1199
Cl 7.17485 -10.15139 3.54574 -0.07 0.03 0.05 -0.1141
H 5.68204 -10.45160 5.33147 0.08 -0.07 -0.04 -0.0112
C -12.76127 2.12039 -2.91500 0.07 -0.02 -0.16 0.0159
Cl -11.85708 2.79887 -1.55364 -0.09 0.07 -0.01 -0.1016
Cl -11.99013 2.54314 -4.44544 -0.08 -0.01 0.11 -0.0952
Cl -12.90323 0.36529 -2.75302 -0.03 0.07 0.02 -0.1018
H -13.75937 2.54569 -2.90655 0.10 -0.05 0.03 0.3321
C -5.01653 5.25076 0.85964 -0.10 0.06 0.02 0.6453
Cl -4.73543 5.36385 2.60065 0.03 -0.06 -0.08 -0.1348
Cl -6.72151 5.51297 0.48594 0.13 -0.08 -0.01 -0.1222
Cl -4.00208 6.40781 -0.01154 -0.01 -0.09 0.02 -0.1281
H -4.74705 4.25053 0.53504 -0.03 0.11 0.01 -0.2743
C 4.60103 7.61446 -6.63369 0.06 -0.08 0.07 0.0460
Cl 4.29144 5.90926 -6.97870 0.17 0.13 -0.12 -0.1007
Cl 3.21705 8.34631 -5.80895 0.08 0.05 -0.07 -0.1234
Cl 6.06686 7.79599 -5.66493 -0.07 0.02 -0.08 -0.1187
H 4.74828 8.13176 -7.57594 -0.03 -0.04 0.10 0.3058
C -1.40210 -6.34768 4.18245 0.18 -0.22 -0.07 0.1118
Cl -2.06498 -7.89117 3.64056 0.02 0.13 0.02 -0.1078
Cl -0.18631 -6.60320 5.44131 -0.17 0.03 0.05 -0.1231
Cl -0.71760 -5.45272 2.81615 0.00 -0.06 0.08 -0.1142
H -2.20729 -5.75913 4.60456 0.15 -0.05 0.01 0.2144
C 2.52194 -8.83810 0.41781 0.02 -0.13 0.09 -0.0595
Cl 2.19531 -10.53605 0.06068 0.02 0.12 -0.02 -0.1205
Cl 1.14374 -8.10076 1.24705 0.00 -0.01 -0.15 -0.0525
Cl 3.98952 -8.67735 1.38842 -0.01 -0.02 -0.11 -0.0778
H 2.67477 -8.31553 -0.52058 -0.02 -0.05 0.10 0.2959
C -3.52203 -2.26702 3.50044 0.16 -0.02 0.04 0.0134
Cl -2.57541 -1.63177 4.85053 -0.07 -0.02 -0.05 -0.1347
Cl -2.79266 -1.80735 1.95645 -0.10 0.00 0.02 -0.1077
Cl -3.67262 -4.02393 3.61794 -0.36 0.28 -0.06 -0.1118
H -4.51667 -1.83614 3.54803 0.10 -0.05 -0.03 0.3356
```
Positions in Å, forces in eV/Å.

Values from the calculation:
molecular weight	1706.91	g mol⁻¹
charge	+1
HOMO level	-11.172	eV
Kohn-Sham gap	6.2176	eV
E_LUMO	-0.18209	Eh



Formula: C22H32Cl3CoNO5SbSi3
Source: OMol25
Level of theory: ωB97M-V/def2-TZVPD

Geometry as XYZ:
```
68
Properties=species:S:1:pos:R:3:forces:R:3:mulliken_charge:R:1
Co -0.25430 0.39168 -0.41509 -0.46 0.87 0.25 -0.5284
O 2.57097 -0.39756 -3.01114 0.03 0.07 -0.03 -0.6987
C 1.84751 -0.10230 -2.08498 -0.03 -0.03 -0.03 0.0576
O 0.55252 0.01392 -2.10684 0.07 -0.11 0.06 -0.3717
C 2.44208 0.20162 -0.71499 -0.03 0.02 0.00 0.4572
C 3.76867 0.22899 -0.32636 -0.02 -0.04 -0.03 -0.5452
C 4.05452 0.56731 0.99368 0.01 0.00 0.00 -0.4789
C 3.03390 0.86185 1.89417 -0.06 -0.06 0.02 -0.6403
C 1.73078 0.80422 1.43504 -0.04 0.12 -0.02 0.8875
N 1.49834 0.49119 0.16927 0.09 0.16 -0.06 0.8623
C 0.43227 1.06353 2.19033 0.01 -0.37 0.10 -0.1518
O 0.45927 1.30814 3.37952 0.01 0.17 -0.03 -0.7032
O -0.61645 0.94926 1.43735 0.02 -0.08 -0.12 -0.3787
H 4.53651 -0.00881 -1.04907 0.01 0.01 0.01 0.5830
H 5.08440 0.60190 1.32454 0.00 0.00 0.00 0.4389
H 3.22083 1.11645 2.92796 0.01 0.01 -0.01 0.5802
Cl -4.68417 -5.01306 -1.29880 0.00 0.00 -0.01 -0.2336
C -3.88550 -3.47068 -1.24612 0.00 -0.02 0.02 0.3697
C -2.71187 -3.32782 -0.53254 -0.02 0.02 -0.02 -0.9699
C -2.11218 -2.08510 -0.50611 0.01 0.02 -0.01 1.1388
Cl -0.62990 -1.90518 0.40745 0.11 -0.09 -0.19 -0.2875
C -2.60244 -0.93635 -1.15292 0.01 -0.05 0.05 -0.8363
O -2.03362 0.23759 -1.09425 0.07 0.03 0.08 0.2789
C -3.79541 -1.16292 -1.87366 -0.02 -0.02 0.01 0.4956
Cl -4.51213 0.15101 -2.75034 0.03 -0.04 -0.09 -0.2025
C -4.42781 -2.39035 -1.91939 0.01 0.01 0.00 -0.8323
H -2.27270 -4.16253 -0.00566 0.00 0.00 0.00 0.4567
H -5.34141 -2.49936 -2.48583 0.00 0.00 0.00 0.4524
C 2.80490 4.04443 -0.44922 -0.01 0.05 0.04 -0.6941
Si 1.13567 4.55231 0.23269 0.02 -0.06 -0.05 0.7135
C 1.08425 4.52889 2.10022 0.00 0.00 -0.03 -0.9217
C 0.72366 6.28528 -0.35057 0.05 -0.01 0.05 -1.0150
Sb -0.61031 2.95793 -0.79905 0.19 -0.52 -0.17 -0.3505
Si -2.85023 3.61307 0.30752 0.03 0.04 -0.01 0.4222
C -2.94632 5.47218 0.05998 -0.06 -0.03 0.02 -1.0069
C -4.25261 2.74922 -0.54760 0.05 0.01 0.06 -0.7035
C -2.73342 3.18413 2.11314 0.00 0.02 -0.03 -0.9421
Si -0.47788 3.28709 -3.36570 -0.14 0.07 0.06 0.6131
C -1.79235 2.18599 -4.07962 0.04 0.00 0.01 -0.9139
C 1.22675 2.85754 -3.97999 -0.01 0.08 0.01 -0.9571
C -0.83166 5.10068 -3.70394 0.00 -0.05 -0.04 -1.1381
H 3.60615 4.48401 0.15100 -0.01 0.02 -0.01 0.4242
H 2.92449 4.39662 -1.47595 -0.01 -0.01 0.01 0.3505
H 2.94289 2.96450 -0.44906 0.02 -0.08 0.02 -0.0314
H 1.99408 5.01114 2.47072 -0.01 0.01 0.01 0.4044
H 1.01874 3.54044 2.55314 0.03 0.00 -0.01 0.2526
H 0.23429 5.11330 2.46002 -0.01 -0.02 -0.01 0.2978
H 1.54055 6.94564 -0.04236 -0.01 0.01 -0.01 0.3975
H -0.19252 6.65958 0.10635 0.00 -0.01 -0.02 0.2426
H 0.62314 6.36420 -1.43245 0.01 -0.03 0.00 0.1583
H -2.73412 5.77045 -0.96824 0.00 0.00 0.01 0.2189
H -2.26014 6.00183 0.72240 0.01 -0.01 -0.01 0.2539
H -3.95977 5.80850 0.29783 0.01 0.00 0.01 0.4272
H -4.41002 3.12402 -1.56030 0.01 -0.01 0.00 0.3040
H -5.16927 2.91437 0.02564 -0.01 0.02 -0.01 0.4791
H -4.06630 1.67799 -0.61101 0.00 0.08 0.05 -0.1520
H -1.95514 3.76012 2.61751 0.00 0.00 0.00 0.2535
H -2.50116 2.13004 2.25626 -0.03 -0.01 -0.01 0.1890
H -3.69130 3.41016 2.59077 0.01 0.02 0.01 0.4575
H -1.68576 1.17486 -3.68647 0.00 -0.04 0.01 0.1661
H -1.69666 2.14749 -5.16813 0.00 0.02 0.00 0.4989
H -2.79504 2.53929 -3.83299 0.01 -0.01 0.01 0.2588
H 1.38317 1.78210 -4.00989 0.03 -0.12 0.04 0.2486
H 2.02273 3.31180 -3.38701 -0.02 -0.01 0.00 0.1957
H 1.31787 3.24087 -5.00136 0.01 -0.01 0.01 0.4360
H -1.68996 5.47947 -3.14683 0.01 -0.01 0.00 0.2597
H -1.05200 5.21730 -4.76928 0.01 0.00 0.00 0.4168
H 0.03289 5.72736 -3.47995 -0.02 0.00 0.01 0.2863
```
Positions in Å, forces in eV/Å.

Values from the calculation:
molecular weight	761.81	g mol⁻¹
charge	0
HOMO level (alpha / beta)	-7.877 / -7.881	eV
ΔE to the lowest compared entry with this formula, charge and spin	0.000	eV
Kohn-Sham gap (alpha / beta)	7.5817 / 6.1803	eV
E_LUMO (alpha / beta)	-0.01084 / -0.06249	Eh



Formula: C22H32F4NO21S2
Source: OMol25
Level of theory: ωB97M-V/def2-TZVPD

Geometry as XYZ:
```
82
Properties=species:S:1:pos:R:3:forces:R:3:mulliken_charge:R:1
N 4.47484 0.25093 0.37911 -1.65 0.23 0.01 -0.5682
C 3.51721 0.94010 -0.55604 0.94 0.07 -0.78 -0.0823
C 3.48308 2.52532 -0.26281 0.38 -0.82 -0.16 -0.1152
O 4.69287 2.89286 0.43474 -1.99 0.27 -0.10 -0.4853
C 2.25401 2.97285 0.69702 0.99 0.43 0.83 -0.6697
S 0.78067 3.37408 -0.34346 2.38 2.80 -0.42 0.4089
F 0.39453 4.97117 0.01008 0.57 -3.58 -0.19 -0.1481
S -0.94072 2.26522 0.22601 -9.52 2.96 2.31 0.9077
O -1.44996 2.65906 1.57577 3.04 -1.45 -2.68 -0.3022
O -2.01530 2.60893 -0.78023 4.47 -1.33 1.60 -0.5145
C -0.73344 0.41012 0.14592 -0.68 -4.41 -0.61 0.5833
F -1.88255 -0.13967 0.74041 3.05 1.96 -1.24 -0.1476
F -0.80317 0.04877 -1.21031 0.89 0.98 3.38 -0.1572
F 0.38771 -0.08583 0.80068 -2.52 1.46 -1.82 -0.1351
H 4.25632 0.50979 1.35510 0.20 -0.28 -0.59 0.1984
H 4.28283 -0.75840 0.31802 0.25 0.52 -0.01 0.2732
H 2.48614 0.45348 -0.58139 0.94 0.82 0.01 -0.0066
H 3.98796 0.82390 -1.59932 -0.92 0.14 1.47 0.3135
H 3.45935 3.08044 -1.27057 -0.01 -0.62 1.65 0.4335
H 4.50095 2.81725 1.39291 0.62 -0.05 -0.60 0.3705
H 2.57973 3.95721 1.20516 -0.90 -1.13 -0.79 0.4533
H 2.03756 2.23862 1.54396 -0.11 0.89 -1.14 0.4193
C -3.84040 2.25302 3.91819 -0.30 0.07 -0.70 -0.1139
C -2.49924 1.93306 4.50892 0.71 -0.22 -0.28 0.1201
O -2.62031 2.39163 5.84740 -0.30 0.10 -0.05 -0.3883
C -3.94991 2.39940 6.15020 -0.71 0.16 1.16 0.5813
O -4.38944 2.57271 7.24525 0.40 -0.11 -0.83 -0.5068
O -4.70864 2.18294 5.04041 0.43 0.00 0.28 -0.3543
H -4.13982 1.53833 3.15015 -0.15 0.04 0.17 0.3131
H -3.88394 3.26329 3.49960 0.01 -0.02 0.04 0.1280
H -2.29202 0.85866 4.52042 -0.04 0.03 0.02 0.3059
H -1.68451 2.44557 3.99567 -0.02 0.02 0.24 -0.0760
C -1.17512 -3.52593 -3.54745 -0.73 -0.09 -0.51 -0.2721
C -1.03849 -3.64724 -2.05992 -0.61 -0.24 0.56 -0.1884
O 0.35540 -3.86401 -1.88367 0.20 0.22 -0.37 -0.3049
C 0.98232 -3.35124 -2.97541 1.03 0.02 -0.19 0.7910
O 2.16680 -3.21890 -3.07153 -0.77 0.00 0.13 -0.5808
O 0.09055 -3.00895 -3.94320 0.33 -0.03 0.43 -0.3424
H -1.97958 -2.85031 -3.84093 0.21 0.02 -0.09 0.3817
H -1.32994 -4.49392 -4.03230 0.03 0.02 0.10 0.2066
H -1.32220 -2.72997 -1.53487 0.01 -0.01 -0.05 -0.0051
H -1.61606 -4.47950 -1.65591 0.23 0.02 0.04 0.3583
C 2.22973 -8.27160 -2.18760 0.90 -0.11 0.04 -0.3398
C 1.37464 -7.07331 -1.90724 0.31 0.75 0.42 -0.1429
O 0.23334 -7.29257 -2.72523 -0.10 -0.34 -0.12 -0.2578
C 0.15485 -8.63382 -2.95155 -0.56 -0.75 -0.41 0.5989
O -0.77949 -9.17631 -3.46384 0.57 0.47 0.31 -0.5521
O 1.27394 -9.27341 -2.51825 -0.63 0.37 -0.14 -0.3322
H 2.82515 -8.57125 -1.32421 -0.16 -0.16 -0.09 0.3234
H 2.89493 -8.12104 -3.04276 -0.10 0.01 0.01 0.2117
H 1.05567 -7.02270 -0.86171 -0.01 -0.03 -0.05 0.3264
H 1.86876 -6.13780 -2.17276 -0.18 -0.07 -0.09 0.1417
C -0.73906 5.47579 5.20779 -0.92 0.57 0.09 0.0501
C 0.10700 5.30905 6.43305 -0.22 0.46 0.80 -0.4734
O 0.94883 4.21098 6.09236 0.19 -0.24 -1.04 -0.3425
C 1.01219 4.15902 4.74065 0.15 -0.11 0.26 0.6200
O 1.76799 3.45572 4.12345 -0.34 0.23 -0.12 -0.5798
O 0.11336 5.00161 4.16799 0.70 -0.61 -0.03 -0.1862
H -1.02489 6.51361 5.03448 0.08 -0.16 -0.20 0.3125
H -1.64164 4.85905 5.23431 0.09 0.02 0.01 -0.0226
H 0.73157 6.18389 6.63391 0.00 -0.09 -0.05 0.2844
H -0.48478 5.08519 7.32100 0.18 -0.17 -0.09 0.3402
C 1.01304 -5.30859 -6.28902 -0.30 0.72 0.13 0.0240
C 0.77815 -6.24952 -7.43216 -0.57 -0.04 -0.60 -0.4299
O 1.93468 -7.07649 -7.40641 0.24 0.13 0.59 -0.3376
C 2.43044 -7.03452 -6.13987 0.71 -0.70 0.12 0.5341
O 3.29977 -7.74560 -5.73019 -0.61 0.50 -0.15 -0.5402
O 1.80854 -6.07767 -5.39783 0.15 -0.35 -0.18 -0.1435
H 0.08571 -4.99545 -5.80848 0.17 -0.09 0.09 -0.0364
H 1.57606 -4.41985 -6.58800 -0.02 -0.05 0.04 0.2712
H -0.10723 -6.87479 -7.28517 0.07 0.02 0.03 0.2958
H 0.69071 -5.73151 -8.38802 0.16 -0.18 0.02 0.3239
C -3.26556 6.61388 0.23618 -0.30 0.10 -0.78 -0.4631
C -1.92543 6.29854 0.83110 0.54 -0.04 -0.25 0.5479
O -2.05978 6.73309 2.17535 -0.30 -0.02 0.02 -0.3154
C -3.39008 6.72226 2.46959 -0.71 0.19 0.92 0.6314
O -3.83727 6.87172 3.56657 0.44 -0.20 -0.72 -0.5112
O -4.13992 6.51630 1.35300 0.44 -0.02 0.42 -0.3365
H -3.55270 5.90862 -0.54503 -0.16 0.04 0.17 0.3292
H -3.31668 7.62932 -0.16633 0.03 -0.06 0.05 0.2736
H -1.70817 5.22754 0.82743 -0.22 0.07 0.10 -0.5084
H -1.11249 6.82777 0.33170 -0.06 0.09 0.22 0.3283
```
Positions in Å, forces in eV/Å.

Values from the calculation:
molecular weight	786.61	g mol⁻¹
charge	+1
HOMO level	-12.332	eV
Kohn-Sham gap	4.3714	eV
E_LUMO	-0.29255	Eh



The highest molecular weight belongs to which entry?
C22H32Cl36N5O2S